Entry 1:
58
Properties=species:S:1:pos:R:3 method="wB97M-V/def2-TZVPD" total_charge=0 smiles="Oc1ccc(O)cc1.COCCNCCOC.O=C1OCCO1.O=C1OCCO1" e_tot_ha=-1510.29379 homo_ev=-7.8 gap_ev=8.0 e_above_lowest_kcal_mol=62.6
C 1.329 0.571 2.826
O 0.451 1.594 2.337
C -0.196 2.445 3.345
C -1.136 3.484 2.657
N -2.048 2.853 1.670
C -2.548 3.879 0.663
C -3.561 3.375 -0.330
O -4.480 2.308 0.151
C -5.294 2.938 1.209
H 0.864 -0.410 2.916
H 1.729 0.737 3.826
H 2.156 0.375 2.143
H 0.608 2.972 3.858
H -0.707 1.818 4.076
H -0.407 4.133 2.172
H -1.657 4.064 3.419
H -2.850 2.417 2.101
H -1.708 4.450 0.267
H -3.014 4.650 1.275
H -3.078 2.978 -1.222
H -4.193 4.128 -0.801
H -6.264 3.148 0.757
H -4.883 3.869 1.599
H -5.537 2.284 2.046
C -0.573 -2.677 -1.261
C -0.889 -1.395 -1.468
C -1.284 -0.555 -0.388
C -1.181 -1.011 0.886
C -0.678 -2.295 1.237
C -0.377 -3.093 0.106
O 0.302 -4.289 0.405
O -1.648 0.788 -0.505
H -0.460 -3.188 -2.205
H -0.935 -0.991 -2.469
H -1.158 -0.312 1.709
H -0.535 -2.524 2.283
H 0.467 -4.781 -0.402
H -1.558 1.351 0.267
C 2.410 0.713 -1.561
C 2.130 -0.604 -2.261
O 1.303 -0.163 -3.328
C 1.638 1.119 -3.629
O 1.046 1.726 -4.521
O 2.296 1.696 -2.616
H 3.374 0.887 -1.084
H 1.707 0.941 -0.759
H 1.662 -1.232 -1.504
H 3.038 -1.104 -2.597
C 4.356 -4.902 -1.262
C 3.638 -3.614 -1.227
O 2.611 -3.713 -2.262
C 2.791 -4.764 -2.969
O 2.076 -5.074 -3.890
O 3.919 -5.442 -2.499
H 4.093 -5.551 -0.427
H 5.401 -4.593 -1.292
H 4.380 -2.817 -1.164
H 3.061 -3.598 -0.302

Entry 2:
22
Properties=species:S:1:pos:R:3 method="wB97M-V/def2-TZVPD" total_charge=0 smiles=CC[C@H](C)NC.O e_tot_ha=-329.45309 homo_ev=-8.9 gap_ev=9.6 e_above_lowest_kcal_mol=34.2
C -0.244 1.371 0.400
N -1.091 0.548 -0.561
C 1.164 -1.619 -2.899
C -0.023 -0.712 -2.517
C -0.296 -0.722 -1.027
C -1.199 -1.883 -0.594
H -0.656 1.051 1.383
H 0.806 1.026 0.377
H -0.196 2.471 0.259
H -1.867 0.210 -0.001
H 0.982 -2.699 -3.028
H 1.694 -1.310 -3.815
H 1.955 -1.581 -2.144
H -0.889 -0.936 -3.144
H 0.256 0.305 -2.780
H 0.635 -0.649 -0.458
H -2.211 -1.598 -0.834
H -1.087 -2.124 0.467
H -0.937 -2.786 -1.176
H 0.423 2.531 5.923
H 1.670 1.952 5.383
O 1.373 2.706 5.918

Entry 3:
22
Properties=species:S:1:pos:R:3 method="wB97M-V/def2-TZVPD" total_charge=0 smiles=CC(C)C.CC e_tot_ha=-238.12392 homo_ev=-10.0 gap_ev=11.0 e_above_lowest_kcal_mol=45.6
C -0.239 1.237 -2.242
C -1.667 1.593 -1.719
H 0.411 1.813 -1.577
H -0.065 0.121 -2.139
H -0.116 1.473 -3.276
H -1.546 2.509 -1.154
H -2.045 0.822 -1.051
H -2.487 1.933 -2.366
C 0.437 -0.545 0.690
C -0.769 -1.385 0.969
C 0.759 0.342 1.929
C 1.749 -1.498 0.641
H 0.297 0.041 -0.208
H -0.633 -2.401 1.338
H -1.537 -1.636 0.207
H 0.000 1.128 1.784
H 0.788 -0.215 2.866
H 1.722 0.847 1.933
H 1.588 -2.548 0.859
H 2.000 -1.316 -0.418
H 2.719 -1.122 1.051
H -1.365 -1.195 1.881

Entry 4:
15
Properties=species:S:1:pos:R:3 method="wB97M-V/def2-TZVPD" total_charge=0 e_tot_ha=-341.86980 homo_ev=-9.3 gap_ev=10.3 e_above_lowest_kcal_mol=84.0
C -1.940 -0.612 -0.016
C -0.705 0.107 -0.534
N -0.505 1.469 0.052
C 0.803 1.084 0.653
C 0.650 -0.275 0.012
N 1.356 -1.277 -0.296
O 2.642 -1.198 0.225
H -2.819 -0.331 -0.606
H -2.126 -0.333 1.025
H -1.813 -1.697 -0.081
H -0.687 0.080 -1.632
H -0.388 2.175 -0.668
H 0.775 1.099 1.749
H 1.679 1.653 0.321
H 3.079 -1.945 -0.206

Entry 5:
22
Properties=species:S:1:pos:R:3 method="wB97M-V/def2-TZVPD" total_charge=0 smiles="CC1=C2OCCO[C@]2(C)OC1=O" e_tot_ha=-611.73147 homo_ev=-9.3 gap_ev=9.9 e_above_lowest_kcal_mol=0.0
C 1.858 -0.651 -0.019
C 0.542 -0.348 -0.183
C 2.588 0.657 -0.382
C -1.675 -0.462 -0.820
C -1.800 1.046 -0.821
C 0.363 1.232 -0.092
C 2.528 -1.966 0.210
C 0.049 1.548 1.369
O 3.727 0.754 -0.730
O -0.605 -1.079 -0.048
O 1.682 1.678 -0.300
O -0.566 1.787 -1.052
H -2.489 -0.999 -0.380
H -1.607 -0.646 -1.842
H -2.333 1.571 -1.571
H -2.254 1.296 0.181
H 2.852 -2.306 -0.784
H 1.886 -2.804 0.483
H 3.347 -1.708 0.838
H 0.474 2.505 1.701
H 0.424 0.795 1.969
H -1.046 1.666 1.639

Entry 6:
11
Properties=species:S:1:pos:R:3 method="wB97M-V/def2-TZVPD" total_charge=-3 e_tot_ha=-1525.69243 homo_ev=1.6 gap_ev=4.2 e_above_lowest_kcal_mol=821.7
Al -0.247 0.810 -0.543
P 4.534 -0.036 0.943
O -3.914 -1.711 1.294
O 4.269 1.019 2.399
O 0.676 0.090 1.635
O 1.545 0.785 -0.047
P -4.404 1.095 -0.312
O -1.645 0.783 1.154
O -2.036 -0.556 -2.260
O 5.767 -1.504 -1.816
O -4.544 -0.774 -2.446

Entry 7:
17
Properties=species:S:1:pos:R:3 method="wB97M-V/def2-TZVPD" total_charge=0 smiles="CN[C@@H](C)C(N)=O" e_tot_ha=-343.16412 homo_ev=-8.8 gap_ev=9.7 e_above_lowest_kcal_mol=23.4
C 1.157 0.335 1.462
N 1.106 0.045 0.038
C -0.604 -1.758 -0.236
C -0.065 -0.405 -0.662
C -1.144 0.701 -0.639
N -0.632 1.950 -0.821
O -2.307 0.496 -0.369
H 0.171 0.183 1.914
H 1.468 1.368 1.613
H 1.846 -0.327 1.982
H 1.943 -0.399 -0.271
H -0.505 -1.946 0.827
H -1.593 -1.961 -0.658
H -0.039 -2.532 -0.763
H 0.178 -0.480 -1.726
H 0.362 2.070 -0.824
H -1.342 2.660 -0.866

Entry 8:
58
Properties=species:S:1:pos:R:3 method="wB97M-V/def2-TZVPD" total_charge=0 e_tot_ha=-1415.24729 homo_ev=-7.7 gap_ev=7.9 e_above_lowest_kcal_mol=550.6
C 2.369 4.295 -0.595
H 3.374 3.791 -1.020
O 1.892 3.373 0.500
C 1.747 2.173 0.337
C 2.080 1.502 -0.863
C 1.592 0.266 -0.897
C 1.106 -0.298 0.201
C 1.055 0.080 1.517
C 1.331 1.466 1.627
O 1.211 2.252 2.611
C 0.466 1.636 3.969
C 0.529 2.719 5.014
C 1.135 2.783 6.074
O 0.547 3.926 6.719
N 0.134 4.684 5.823
C -0.114 4.207 4.671
C -0.590 4.722 3.309
H 0.048 4.666 2.601
H -0.991 5.505 3.598
H -1.649 4.116 3.167
C 1.681 1.723 7.052
H 2.282 1.425 6.539
H 1.856 2.199 7.942
H 0.761 1.080 7.279
H 1.284 0.634 4.377
H -0.417 1.229 3.545
H 0.770 -0.300 2.216
H 0.804 -1.697 0.258
C 1.690 -0.365 -2.182
O 2.104 0.099 -3.254
O 1.345 -1.898 -2.089
C 1.584 -2.582 -3.317
H 2.240 -2.160 -3.994
H 1.797 -3.506 -3.137
C 0.260 -2.423 -4.256
O 0.164 -2.415 -5.385
N -0.876 -2.773 -3.620
C -1.426 -2.840 -2.342
C -1.909 -1.842 -1.470
H -3.008 -1.564 -1.737
H -2.007 -1.998 -0.601
H -1.460 -0.750 -1.535
H -0.236 -3.106 -1.753
C -1.971 -4.171 -2.240
C -3.303 -4.226 -2.898
C -2.935 -3.918 -4.625
C -2.145 -2.511 -4.623
H -1.789 -2.284 -5.691
H -2.798 -1.854 -4.063
H -3.919 -3.668 -4.961
H -2.353 -4.715 -4.885
H -4.002 -3.526 -2.609
H -3.849 -5.375 -3.091
H -2.323 -4.428 -1.282
H -1.499 -5.075 -2.735
H 1.967 2.068 -1.754
H 1.807 4.288 -1.337
H 2.554 5.362 -0.104

Entry 9:
167
Properties=species:S:1:pos:R:3 method="wB97M-V/def2-TZVPD" total_charge=0 e_tot_ha=-3882.99248 homo_ev=-8.9 gap_ev=9.5
C 8.260 3.537 2.964
O 6.920 3.469 2.517
C 6.640 2.663 1.452
O 7.507 2.299 0.686
O 5.334 2.569 1.295
C 4.917 2.055 0.032
H 8.893 4.286 2.370
H 8.744 2.605 2.814
H 8.183 3.915 3.976
H 4.011 2.588 -0.303
H 4.680 0.999 0.224
H 5.708 2.195 -0.731
C 2.583 -3.747 1.662
O 3.457 -2.621 1.510
C 4.229 -2.682 0.403
O 4.235 -3.601 -0.419
O 5.039 -1.590 0.509
C 5.887 -1.302 -0.611
H 1.812 -3.407 2.353
H 3.139 -4.546 2.121
H 2.064 -3.981 0.752
H 6.354 -2.269 -0.949
H 6.736 -0.652 -0.244
H 5.428 -0.804 -1.458
C -5.916 3.016 4.034
O -5.033 1.904 3.806
C -3.756 2.141 3.431
O -3.252 3.235 3.478
O -3.203 1.023 2.964
C -1.778 0.875 2.944
H -5.528 3.934 4.413
H -6.685 2.571 4.711
H -6.437 3.315 3.128
H -1.490 0.492 3.916
H -1.400 1.861 2.757
H -1.486 0.189 2.169
C -1.087 0.558 -1.373
O -1.206 -0.473 -0.447
C -0.044 -1.236 -0.240
C 1.168 -0.373 0.196
O 1.109 0.015 1.574
C 2.361 0.464 2.095
H -0.656 1.396 -0.906
H -2.036 0.958 -1.635
H -0.538 0.286 -2.297
H 0.239 -1.786 -1.172
H -0.302 -1.962 0.528
H 1.244 0.474 -0.420
H 2.057 -0.948 0.020
H 2.153 0.652 3.142
H 2.728 1.301 1.506
H 3.128 -0.339 2.007
C -6.022 -2.631 -7.091
O -5.469 -2.613 -5.808
C -4.838 -3.766 -5.499
C -4.139 -3.553 -4.178
O -2.871 -2.886 -4.232
C -2.412 -2.422 -2.940
H -6.536 -3.563 -7.321
H -5.311 -2.441 -7.877
H -6.788 -1.777 -7.094
H -4.126 -3.998 -6.321
H -5.484 -4.699 -5.434
H -4.068 -4.523 -3.653
H -4.950 -3.007 -3.660
H -1.424 -1.908 -3.098
H -2.229 -3.297 -2.306
H -3.179 -1.792 -2.438
N -0.582 -4.940 2.214
C -1.360 -4.062 2.850
C -2.475 -3.450 2.280
C -2.798 -3.783 0.977
C -2.056 -4.726 0.344
C -0.925 -5.230 0.924
H -1.036 -3.709 3.804
H -2.971 -2.615 2.861
H -3.553 -3.264 0.404
H -2.277 -4.982 -0.715
H -0.280 -5.843 0.344
N 3.453 0.677 -2.374
C 2.737 -0.368 -2.661
C 1.622 -0.377 -3.502
C 1.203 0.834 -4.019
C 1.925 1.949 -3.683
C 3.023 1.816 -2.851
H 2.993 -1.376 -2.402
H 1.152 -1.427 -3.680
H 0.239 0.871 -4.666
H 1.666 2.880 -4.037
H 3.673 2.682 -2.711
N 3.032 -1.562 4.953
C 2.698 -2.843 5.135
C 3.530 -3.908 4.882
C 4.765 -3.654 4.315
C 5.103 -2.307 4.024
C 4.231 -1.362 4.417
H 1.692 -3.008 5.494
H 3.179 -4.989 5.188
H 5.431 -4.499 4.210
H 6.043 -1.990 3.555
H 4.509 -0.285 4.306
N -1.954 5.816 -1.059
C -2.787 4.855 -1.386
C -3.674 4.304 -0.426
C -3.708 4.772 0.876
C -2.797 5.682 1.231
C -1.946 6.191 0.275
H -2.817 4.403 -2.367
H -4.425 3.564 -0.670
H -4.431 4.358 1.575
H -2.743 6.096 2.264
H -1.303 6.981 0.445
N -0.047 3.383 0.530
C 0.504 3.741 -0.606
C 1.561 4.655 -0.768
C 2.149 5.154 0.392
C 1.634 4.720 1.598
C 0.575 3.845 1.651
H 0.040 3.482 -1.507
H 1.797 5.003 -1.784
H 2.970 5.833 0.508
H 1.978 5.186 2.540
H 0.187 3.560 2.608
N -3.043 3.352 -4.762
C -4.122 2.834 -4.116
C -4.357 1.498 -4.012
C -3.590 0.569 -4.650
C -2.553 1.039 -5.477
C -2.371 2.414 -5.462
H -4.731 3.489 -3.574
H -5.157 1.178 -3.487
H -3.840 -0.449 -4.671
H -1.958 0.333 -6.095
H -1.634 2.850 -6.152
N 3.288 3.836 4.751
C 2.567 2.859 5.347
C 3.099 1.866 6.092
C 4.508 1.878 6.232
C 5.283 2.864 5.649
C 4.609 3.830 4.900
H 1.464 2.835 5.291
H 2.540 1.162 6.670
H 5.083 1.097 6.733
H 6.351 3.008 5.814
H 5.074 4.728 4.451
N 0.917 -3.622 -3.216
C 0.177 -4.343 -4.013
C 0.106 -5.749 -3.921
C 0.701 -6.381 -2.883
C 1.464 -5.571 -1.992
C 1.578 -4.207 -2.280
H -0.459 -3.871 -4.764
H -0.471 -6.354 -4.690
H 0.487 -7.370 -2.563
H 2.002 -5.890 -1.154
H 2.280 -3.652 -1.718
N -5.791 -0.646 -1.555
C -7.109 -0.436 -1.258
C -7.530 -0.238 -0.002
C -6.619 -0.483 1.083
C -5.257 -0.661 0.802
C -4.960 -0.704 -0.561
H -7.759 -0.280 -2.124
H -8.564 0.029 0.219
H -6.928 -0.467 2.075
H -4.450 -0.695 1.525
H -3.942 -0.857 -0.881